ORCA calculation (the ωB97M-V functional and the def2-TZVPD basis) on a cluster of 11 separate species, C51H102FN3O13 in total in a non-equilibrium geometry.

The total energy comes out at -88344.3287 eV. The total charge is 0. The value obtained for the HOMO energy is -0.31012 hartree. As for the spin multiplicity: 1. Its SMILES is CC1(C)CCCC(C)(C)N1O.CC1(C)CCCC(C)(C)N1O.CC1(C)CCCC(C)(C)N1O.O=C1OC[C@@H](F)O1.CC(C)=O.CC(C)=O.CC(C)=O.CC(C)=O.CC(C)=O.CC(C)=O.CC(C)=O. The largest force on an atom comes out at 1.9 eV/A. The LUMO energy is 0.281 eV.

```
170
C51H102FN3O13, DFT the ωB97M-V functional and the def2-TZVPD basis
C -9.247 0.244 -2.708
C -8.400 -0.989 -2.481
C -9.110 -1.932 -1.501
C -8.285 -1.704 -3.843
C -7.185 -2.761 -3.890
C -5.870 -2.170 -3.444
C -5.921 -1.474 -2.095
C -5.909 -2.492 -0.958
C -4.670 -0.613 -1.956
N -7.082 -0.581 -2.047
O -7.177 0.035 -0.773
H -10.250 0.014 -3.059
H -9.395 0.723 -1.729
H -8.737 0.963 -3.347
H -10.199 -1.838 -1.586
H -8.867 -2.985 -1.628
H -8.934 -1.645 -0.460
H -9.230 -2.219 -4.026
H -8.107 -0.955 -4.621
H -7.499 -3.555 -3.200
H -7.059 -3.246 -4.858
H -5.512 -1.444 -4.191
H -5.044 -2.889 -3.441
H -6.129 -2.005 -0.003
H -4.925 -2.943 -0.803
H -6.651 -3.285 -1.060
H -3.772 -1.230 -2.040
H -4.601 -0.113 -0.986
H -4.620 0.165 -2.723
H -6.956 0.958 -0.930
C -0.205 4.114 3.133
C 1.300 3.881 3.048
C 1.619 3.327 1.660
C 2.047 5.210 3.264
C 3.518 5.039 3.623
C 3.641 4.075 4.789
C 3.040 2.706 4.514
C 3.889 1.861 3.537
C 3.027 1.958 5.850
N 1.679 2.910 4.077
O 0.930 1.714 4.034
H -0.591 4.280 4.141
H -0.430 5.073 2.648
H -0.725 3.309 2.617
H 1.490 2.241 1.671
H 0.977 3.710 0.862
H 2.657 3.489 1.364
H 1.971 5.647 2.263
H 1.557 5.852 3.997
H 4.079 4.740 2.730
H 3.970 5.984 3.934
H 2.998 4.528 5.556
H 4.645 4.006 5.205
H 3.315 0.964 3.285
H 4.794 1.506 4.038
H 4.194 2.390 2.634
H 2.457 2.496 6.610
H 4.035 1.774 6.221
H 2.567 0.971 5.739
H 0.299 1.841 4.750
C 3.729 0.654 -3.133
C 5.093 1.151 -2.648
C 5.979 -0.028 -2.303
C 5.753 1.939 -3.780
C 5.047 3.246 -4.072
C 5.082 4.112 -2.819
C 4.500 3.404 -1.599
C 4.973 4.184 -0.363
C 2.965 3.483 -1.600
N 5.053 2.059 -1.491
O 4.552 1.368 -0.348
H 3.295 -0.098 -2.466
H 2.962 1.413 -3.258
H 3.823 0.189 -4.119
H 6.077 -0.674 -3.180
H 6.965 0.293 -1.972
H 5.521 -0.673 -1.550
H 6.798 2.140 -3.514
H 5.809 1.327 -4.684
H 5.523 3.773 -4.904
H 4.017 3.104 -4.415
H 4.551 5.053 -2.957
H 6.140 4.312 -2.623
H 4.577 5.197 -0.329
H 6.069 4.195 -0.342
H 4.712 3.692 0.580
H 2.650 4.519 -1.458
H 2.550 2.864 -0.803
H 2.479 3.154 -2.520
H 5.309 1.397 0.246
O -1.462 -2.180 -1.367
C -0.812 -1.333 -0.857
O -0.058 -0.430 -1.504
C 0.820 0.181 -0.546
C 0.051 -0.030 0.738
F -0.726 1.097 0.982
O -0.717 -1.139 0.501
H 1.762 -0.375 -0.508
H 1.064 1.210 -0.791
H 0.721 -0.108 1.592
C 2.113 -2.321 -4.066
C 1.467 -1.587 -5.202
C -0.020 -1.396 -5.133
O 2.098 -1.169 -6.142
H 2.084 -1.770 -3.126
H 3.160 -2.546 -4.260
H 1.575 -3.264 -3.924
H -0.293 -0.659 -5.887
H -0.381 -1.142 -4.138
H -0.561 -2.306 -5.421
C -1.889 1.651 -3.958
C -0.765 2.406 -3.296
C -1.070 3.005 -1.938
O 0.323 2.528 -3.806
H -1.755 1.627 -5.039
H -2.866 2.051 -3.691
H -1.849 0.608 -3.632
H -1.810 3.797 -2.042
H -0.124 3.388 -1.548
H -1.426 2.276 -1.207
C 4.030 -1.670 1.122
C 3.021 -2.161 2.113
C 3.367 -2.053 3.572
O 1.988 -2.671 1.742
H 4.496 -0.745 1.475
H 3.611 -1.472 0.139
H 4.835 -2.399 0.987
H 2.565 -1.573 4.130
H 4.313 -1.540 3.742
H 3.504 -3.032 4.041
C -0.173 -1.502 4.114
C -1.119 -2.347 4.926
C -0.555 -3.116 6.096
O -2.279 -2.473 4.600
H -0.763 -0.939 3.397
H 0.491 -2.167 3.555
H 0.420 -0.856 4.764
H -1.315 -3.839 6.393
H -0.316 -2.483 6.950
H 0.342 -3.663 5.798
C -4.064 2.471 2.304
C -3.742 2.020 3.716
C -2.455 1.257 3.946
O -4.509 2.234 4.622
H -3.700 3.491 2.185
H -5.147 2.446 2.202
H -3.638 1.767 1.590
H -1.897 1.162 3.018
H -2.673 0.281 4.381
H -1.829 1.783 4.668
C -0.637 -4.618 1.724
C -1.132 -5.923 1.157
C -2.580 -6.275 1.387
O -0.375 -6.649 0.556
H -1.372 -4.065 2.317
H -0.384 -3.910 0.932
H 0.247 -4.783 2.339
H -2.780 -6.274 2.460
H -2.793 -7.266 0.993
H -3.206 -5.523 0.904
C 2.654 -6.522 -1.918
C 2.944 -5.104 -1.498
C 1.768 -4.265 -1.102
O 4.085 -4.705 -1.356
H 2.514 -7.173 -1.056
H 3.461 -6.898 -2.544
H 1.732 -6.568 -2.504
H 1.524 -4.529 -0.070
H 0.918 -4.409 -1.767
H 1.997 -3.202 -1.012
```

---

ORCA calculation (the ωB97M-V functional and the def2-TZVPD basis) on a structure of composition C44H90AlBr2Cl7N8O7P2S2 in a non-equilibrium geometry.

The total energy comes out at -347903.0582 eV. The total charge is 0. The value obtained for the HOMO energy is -0.17555 hartree. As for the spin multiplicity: 1. The largest force on an atom comes out at 6.7 eV/A. The LUMO energy is -4.029 eV.

```
163
C44H90AlBr2Cl7N8O7P2S2, DFT the ωB97M-V functional and the def2-TZVPD basis
C -0.557 6.236 1.502
C -1.349 6.487 0.103
C -1.983 5.106 -0.425
C -1.816 5.026 -2.037
N -1.359 3.647 -2.364
C -0.182 3.697 -3.306
C 1.160 4.224 -2.644
C 1.565 3.464 -1.300
C 3.124 3.033 -1.280
N 3.242 1.934 -0.292
C 2.838 0.674 -0.485
N 3.005 -0.210 0.629
C 2.437 -1.421 0.074
C 2.408 -2.600 1.091
C 2.685 -4.065 0.559
C 4.077 -4.283 -0.185
C 3.987 -4.534 -1.758
C 3.023 -5.722 -2.199
O 2.751 -5.584 -3.617
C 1.370 -5.360 -3.900
N 2.013 -1.182 -1.239
C 1.366 -2.242 -2.033
C -0.253 -2.132 -2.060
C -0.994 -3.474 -1.630
Br -0.858 -0.684 -0.804
N 2.261 0.119 -1.664
P 1.934 0.864 -3.263
N 3.490 0.712 -4.134
O 0.797 -0.006 -4.175
P 3.947 2.351 1.309
O 3.194 3.818 1.827
Cl 5.982 2.767 0.872
C -2.452 2.879 -3.010
S -3.167 3.340 -4.464
S -3.061 1.326 -2.231
C -4.884 1.417 -1.921
C -5.755 0.778 -3.106
C -6.903 -0.210 -2.535
H -1.301 6.418 2.341
H 0.332 6.939 1.535
H -0.176 5.168 1.477
H -2.189 7.256 0.232
H -0.606 6.924 -0.628
H -1.500 4.182 0.035
H -3.086 5.112 -0.127
H -2.833 5.285 -2.460
H -1.090 5.815 -2.413
H -0.452 4.443 -4.204
H -0.011 2.682 -3.787
H 1.972 4.118 -3.445
H 1.053 5.345 -2.444
H 0.929 2.511 -1.274
H 1.348 4.122 -0.389
H 3.523 2.809 -2.316
H 3.713 3.935 -0.898
H 3.201 -2.380 1.901
H 1.410 -2.563 1.651
H 2.710 -4.740 1.485
H 1.774 -4.439 -0.027
H 4.818 -3.455 0.092
H 4.548 -5.232 0.254
H 5.040 -4.844 -2.085
H 3.749 -3.539 -2.246
H 2.103 -5.863 -1.557
H 3.635 -6.683 -2.083
H 0.906 -6.248 -4.458
H 1.277 -4.457 -4.640
H 0.730 -5.093 -3.006
H 1.605 -3.295 -1.716
H 1.772 -2.138 -3.100
H -0.632 -1.859 -3.095
H -1.170 -4.100 -2.571
H -0.466 -4.085 -0.839
H -2.001 -3.165 -1.189
H 4.224 0.530 -3.440
H 3.422 -0.029 -4.842
H 1.029 0.103 -5.124
H 3.897 4.397 2.201
H -5.077 0.775 -0.998
H -5.233 2.467 -1.692
H -5.148 0.157 -3.833
H -6.294 1.614 -3.667
H -7.899 -0.009 -3.045
H -7.071 -0.075 -1.417
H -6.649 -1.308 -2.715
C -10.411 -3.965 -1.471
C -11.375 -2.815 -1.736
C -10.662 -1.484 -1.988
C -9.850 -1.107 -0.791
N -9.211 -0.814 0.145
H -9.819 -3.795 -0.567
H -10.964 -4.898 -1.325
H -9.727 -4.100 -2.312
H -12.052 -2.716 -0.880
H -11.989 -3.059 -2.606
H -11.395 -0.697 -2.184
H -10.001 -1.560 -2.859
C -12.360 1.403 1.508
Cl -11.938 1.748 -0.183
Cl -10.895 1.489 2.512
Cl -13.521 2.619 2.072
Cl -13.047 -0.244 1.612
C 7.064 -3.800 7.402
C 5.566 -3.444 7.319
C 5.351 -1.994 7.806
C 5.874 -0.907 6.868
C 5.894 -1.327 5.400
C 4.921 -2.468 5.041
N 5.218 -3.616 5.905
O 4.470 -4.645 5.660
C 5.230 -2.852 3.581
C 3.472 -1.960 5.110
C 4.817 -4.346 8.320
H 7.241 -4.832 7.095
H 7.445 -3.693 8.424
H 7.668 -3.149 6.745
H 4.280 -1.824 7.966
H 5.809 -1.857 8.790
H 5.257 -0.010 6.992
H 6.884 -0.615 7.165
H 5.703 -0.451 4.773
H 6.914 -1.640 5.153
H 6.239 -3.267 3.490
H 5.175 -1.976 2.927
H 4.524 -3.593 3.192
H 3.337 -1.112 4.432
H 3.184 -1.623 6.108
H 2.758 -2.730 4.805
H 5.187 -4.178 9.334
H 4.959 -5.406 8.106
H 3.743 -4.134 8.323
Al 1.868 -4.773 -6.315
C 9.635 6.681 0.503
C 8.524 5.723 0.878
C 7.973 6.358 2.140
O 8.169 7.771 2.012
C 9.041 8.019 0.901
H 9.917 6.637 -0.550
H 10.524 6.473 1.105
H 7.758 5.718 0.096
H 8.862 4.696 1.030
H 8.520 6.021 3.026
H 6.910 6.147 2.286
H 8.439 8.443 0.090
H 9.802 8.748 1.186
Cl 0.055 4.618 -5.839
Cl 8.867 -3.288 5.210
Br -15.534 0.186 2.442
O -3.954 5.196 2.191
H -4.827 4.883 2.520
H -3.228 4.585 2.453
H -3.769 6.118 2.478
C -7.063 -3.603 -4.825
C -8.585 -3.638 -5.071
C -8.884 -3.007 -6.446
O -9.180 -2.893 -4.129
H -6.666 -2.582 -4.832
H -6.804 -4.060 -3.865
H -6.533 -4.165 -5.608
H -8.853 -4.709 -5.165
H -8.547 -1.966 -6.505
H -9.954 -3.028 -6.668
H -8.372 -3.562 -7.243
```

---

ORCA calculation (the ωB97M-V functional and the def2-TZVPD basis) on a structure of composition C31H61BFeIN6O9P3 in a non-equilibrium geometry.

The total energy comes out at -131547.1701 eV. The total charge is 0. The value obtained for the HOMO energy (alpha / beta) is -0.26278 / -0.25358 hartree. As for the spin multiplicity: 5. The largest force on an atom comes out at 2.1 eV/A. The LUMO energy (alpha / beta) is 0.431 / 0.431 eV.

```
113
C31H61BFeIN6O9P3, DFT the ωB97M-V functional and the def2-TZVPD basis
Fe 0.373 0.222 -0.417
C -0.615 -1.572 2.463
C 0.287 -0.391 2.625
C 0.773 0.138 3.836
C 1.629 1.159 3.477
C 2.445 2.057 4.353
N 1.642 1.211 2.135
N 0.812 0.263 1.588
B 2.449 2.137 1.188
N 1.457 3.077 0.497
N 0.554 2.583 -0.375
C -0.183 3.605 -0.787
C -1.292 3.495 -1.790
C 0.258 4.789 -0.157
C 1.303 4.407 0.660
C 2.122 5.256 1.580
N 3.160 1.200 0.210
N 2.531 0.633 -0.839
C 3.429 -0.090 -1.492
C 3.095 -0.859 -2.730
C 4.678 0.024 -0.855
C 4.455 0.841 0.237
C 5.402 1.251 1.321
H -0.077 -2.491 2.707
H -1.473 -1.507 3.141
H -0.964 -1.644 1.432
H 0.514 -0.176 4.837
H 2.286 1.787 5.396
H 3.511 1.969 4.133
H 2.171 3.106 4.222
H 3.264 2.796 1.779
H -1.995 2.702 -1.530
H -1.825 4.446 -1.842
H -0.902 3.258 -2.779
H -0.140 5.789 -0.288
H 1.871 6.304 1.413
H 1.922 5.025 2.630
H 3.193 5.128 1.412
H 2.154 -0.511 -3.159
H 3.889 -0.735 -3.468
H 3.005 -1.927 -2.507
H 5.607 -0.444 -1.152
H 6.340 0.713 1.200
H 5.612 2.323 1.297
H 4.993 1.018 2.310
C -5.695 2.903 0.066
C -5.323 1.459 -0.199
C -5.846 0.955 -1.527
O -3.888 1.322 -0.259
P -2.912 1.060 0.941
O -1.528 1.022 0.460
C -3.538 -0.388 1.844
P -3.334 -1.996 1.017
O -2.020 -2.212 0.405
O -4.515 -2.136 -0.034
C -5.797 -2.774 0.221
C -6.723 -1.856 0.995
C -6.356 -3.178 -1.127
O -3.743 -2.944 2.216
C -3.577 -4.395 2.341
C -3.171 -5.091 1.046
C -2.575 -4.655 3.445
O -3.147 2.219 1.995
C -2.186 3.352 2.023
C -2.979 4.605 2.307
C -1.118 3.066 3.054
H -6.784 3.002 0.065
H -5.285 3.541 -0.722
H -5.315 3.240 1.033
H -5.708 0.837 0.612
H -5.575 1.657 -2.320
H -6.934 0.858 -1.495
H -5.392 -0.010 -1.759
H -4.586 -0.235 2.106
H -2.938 -0.433 2.758
H -5.622 -3.670 0.816
H -6.898 -0.931 0.437
H -6.304 -1.618 1.977
H -7.681 -2.354 1.149
H -6.553 -2.293 -1.736
H -7.287 -3.736 -1.000
H -5.636 -3.804 -1.658
H -4.558 -4.745 2.656
H -2.157 -4.798 0.772
H -3.832 -4.845 0.212
H -3.202 -6.171 1.201
H -1.579 -4.344 3.118
H -2.554 -5.724 3.671
H -2.840 -4.104 4.350
H -1.711 3.432 1.051
H -3.473 4.536 3.282
H -3.738 4.769 1.537
H -2.302 5.463 2.312
H -1.561 2.986 4.052
H -0.379 3.872 3.049
H -0.605 2.132 2.811
C 2.416 -5.464 0.154
O 2.754 -4.077 0.075
P 1.758 -2.942 0.700
O 2.848 -1.821 1.049
C 3.820 -2.054 2.064
O 1.215 -2.180 -0.646
C 0.575 -2.977 -1.665
H 2.855 -5.963 -0.706
H 1.333 -5.631 0.140
H 2.818 -5.911 1.066
H 3.358 -2.093 3.056
H 4.515 -1.221 2.026
H 4.365 -2.981 1.876
H 0.845 -2.557 -2.627
H -0.506 -2.926 -1.551
H 0.921 -4.011 -1.619
I -0.732 0.049 -2.736
```

---

ORCA calculation (the ωB97M-V functional and the def2-TZVPD basis) on a structure of composition C9H10NO6Os in a non-equilibrium geometry.

The total energy comes out at -25698.7166 eV. The total charge is +3. The value obtained for the HOMO energy (alpha / beta) is -0.65950 / -0.85504 hartree. As for the spin multiplicity: 5. The largest force on an atom comes out at 8.3 eV/A. The LUMO energy (alpha / beta) is -11.474 / -16.342 eV. Its relative energy (zero: lowest compared OMol25 entry of this formula, charge and spin) is 7.0 kJ/mol.

```
27
C9H10NO6Os, DFT the ωB97M-V functional and the def2-TZVPD basis
O -0.100 2.199 -2.744
C -0.050 1.338 -1.961
Os 0.019 -0.001 -0.541
O -0.048 2.309 1.716
C -0.006 1.447 0.949
C -0.046 -2.025 -0.788
O -0.073 -3.135 -1.129
C 2.040 -0.064 -0.432
O 3.192 -0.204 -0.443
C -1.977 -0.128 -0.207
O -3.109 -0.301 -0.034
H -0.008 -0.491 -2.067
C 0.750 -2.542 4.981
N 0.100 -2.245 3.716
C -1.176 -2.820 3.390
C 0.610 -1.447 2.767
C 1.926 -0.785 2.919
O -0.131 -1.276 1.782
H 0.073 -3.203 5.510
H 0.906 -1.618 5.557
H 1.717 -3.038 4.814
H -1.962 -2.075 3.238
H -1.151 -3.447 2.494
H -1.454 -3.436 4.226
H 2.647 -1.217 2.228
H 1.839 0.278 2.705
H 2.288 -0.911 3.929
```

---

ORCA calculation (the ωB97M-V functional and the def2-TZVPD basis) on the ion C6H11NO with charge -1 in a non-equilibrium geometry.

The total energy comes out at -9934.0458 eV. The total charge is -1. The value obtained for the HOMO energy (alpha / beta) is 0.04006 / -0.11522 hartree. As for the spin multiplicity: 2. The largest force on an atom comes out at 4.7 eV/A. The LUMO energy (alpha / beta) is 3.541 / 3.500 eV. Its relative energy (zero: lowest compared OMol25 entry of this formula, charge and spin) is 274.9 kJ/mol.

```
19
C6H11NO, DFT the ωB97M-V functional and the def2-TZVPD basis
O 2.356 2.782 -2.060
C 1.871 2.554 -0.963
C 1.823 1.233 -0.225
C 0.973 0.336 -1.056
C 0.333 -0.740 -0.111
C -0.672 -0.413 0.750
N -1.241 -1.630 1.331
C -2.678 -1.675 1.000
H 1.335 3.310 -0.482
H 1.600 1.475 0.759
H 2.878 0.867 -0.303
H 1.583 -0.067 -1.841
H 0.094 0.825 -1.560
H 0.663 -1.768 -0.246
H -0.881 0.574 1.203
H -0.809 -2.486 1.014
H -2.969 -2.243 -0.011
H -3.140 -0.683 0.969
H -3.118 -2.252 1.830
```

---

The highest total charge belongs to which entry? C9H10NO6Os